Record 1
77
Properties=species:S:1:pos:R:3:mulliken_charge:R:1 method="wB97M-V/def2-TZVPD" multiplicity=2 lumo_energy_ev="-2.775 / -2.584" largest_force_ev_per_a=2.49 homo_lumo_gap_ha="0.195 / 0.198" s2=0.84 e_above_lowest_ev=3.312 total_energy_ev=-189945.45777
Ir -0.4574 0.2979 -0.1762 2.4504
S 0.3532 0.7768 2.3466 -0.3282
P 1.4816 -0.8563 1.9841 1.3106
C 0.9943 -1.1936 0.3690 -1.3712
P 1.9059 -1.4625 -1.0798 0.7063
S 1.4296 0.1637 -2.1534 -0.5105
C 1.4236 -2.9966 -1.9184 0.8603
C 1.3466 -4.1835 -1.1983 0.0456
C 1.0323 -5.3633 -1.8514 -0.8208
C 0.8097 -5.3592 -3.2203 -0.5510
C 0.8901 -4.1741 -3.9368 -0.8376
C 1.1940 -2.9876 -3.2888 -0.4220
C 3.7122 -1.6275 -0.9390 1.0277
C 4.5134 -0.8670 -1.7830 -0.4722
C 5.8878 -1.0466 -1.7746 -0.7554
C 6.4615 -1.9733 -0.9171 -0.6010
C 5.6619 -2.7203 -0.0636 -0.7593
C 4.2871 -2.5569 -0.0773 0.0501
C 0.9847 -2.1328 3.1620 0.4620
C 1.0259 -1.7913 4.5131 -0.5009
C 0.5315 -2.6750 5.4547 -0.7304
C -0.0074 -3.8896 5.0441 -0.6101
C -0.0469 -4.2239 3.7001 -0.5204
C 0.4451 -3.3416 2.7481 -0.2806
C 3.2396 -0.5261 2.2502 0.6589
C 3.7790 0.6289 1.6887 -0.2176
C 5.1270 0.8990 1.8477 -0.7358
C 5.9328 0.0160 2.5560 -0.5404
C 5.3941 -1.1371 3.1070 -0.7140
C 4.0443 -1.4142 2.9561 -0.5212
H 1.5272 -4.1844 -0.1295 0.0603
H 0.9641 -6.2872 -1.2922 0.4445
H 0.5676 -6.2812 -3.7326 0.4038
H 0.7179 -4.1751 -5.0050 0.4420
H 1.2460 -2.0576 -3.8396 0.3813
H 4.0565 -0.1361 -2.4383 0.3824
H 6.5073 -0.4634 -2.4431 0.4281
H 7.5343 -2.1158 -0.9181 0.4208
H 6.1125 -3.4387 0.6091 0.4459
H 3.6642 -3.1475 0.5844 0.2884
H 1.4274 -0.8275 4.8077 0.4120
H 0.5447 -2.4096 6.5033 0.4134
H -0.4171 -4.5687 5.7804 0.3922
H -0.4857 -5.1614 3.3848 0.4543
H 0.3765 -3.5723 1.6918 0.0492
H 3.1380 1.3091 1.1407 0.1262
H 5.5466 1.8028 1.4260 0.4566
H 6.9857 0.2309 2.6840 0.4176
H 6.0248 -1.8209 3.6603 0.4412
H 3.6129 -2.3081 3.3902 0.4047
Cl 1.8084 5.7636 -4.5309 -0.1998
C 0.9171 4.6189 -3.6174 0.4878
C 1.3494 4.2474 -2.3437 -0.1425
Cl 2.7770 4.9332 -1.6822 -0.1940
C 0.6248 3.3215 -1.6170 0.9258
Cl 1.1286 2.7990 -0.0625 -0.1437
C -0.5461 2.6968 -2.1161 -0.7033
O -1.2263 1.8247 -1.4451 -0.8639
C -0.9481 3.0894 -3.4147 0.4272
Cl -2.3536 2.3410 -4.0459 -0.1593
C -0.2352 4.0306 -4.1440 -0.0609
Cl -0.7587 4.4571 -5.7207 -0.1852
F -4.1075 -3.1634 1.7133 -0.2325
C -3.4426 -2.0454 1.9621 0.5832
F -3.8886 -1.5243 3.1030 -0.2188
F -2.1460 -2.3265 2.1085 -0.0352
S -3.6319 -0.7872 0.5927 0.9899
O -2.4387 0.0276 0.8040 -0.7750
O -4.8808 -0.1545 0.8139 -0.6170
N -3.6155 -1.5899 -0.7471 -0.7492
S -2.3291 -2.3277 -1.2584 1.6990
O -1.9828 -3.5210 -0.5509 -0.6927
O -1.2198 -1.4424 -1.5854 -0.9018
C -2.9901 -2.8459 -2.9142 0.2515
F -4.1735 -3.4305 -2.7781 -0.1970
F -3.1059 -1.7808 -3.7009 -0.1986
F -2.1502 -3.7090 -3.4771 -0.1300

***

Record 2
63
Properties=species:S:1:pos:R:3:mulliken_charge:R:1 method="wB97M-V/def2-TZVPD" lumo_energy_ev=4.266 total_charge=-2 largest_force_ev_per_a=0.53 homo_lumo_gap_ha=0.173 e_above_lowest_ev=0.000 total_energy_ev=-69171.42451
Ag 0.3447 0.6086 -0.1129 0.2315
C 3.7456 -1.7935 -3.8990 -0.5066
C 3.1856 -0.5219 -3.7943 -0.5861
C 2.7963 -0.0118 -2.5726 -0.3838
C 2.9444 -0.7419 -1.3726 0.3264
C 3.4917 -2.0401 -1.5048 0.0798
C 3.8780 -2.5434 -2.7367 -0.7051
N 2.4659 -0.1956 -0.2103 -0.3999
C 2.9906 -0.5127 1.0209 -0.1337
C 4.3182 -0.9345 1.2297 -0.5005
C 4.8416 -1.1816 2.4924 -0.5843
C 4.0479 -1.0149 3.6167 -0.6523
C 2.7389 -0.5728 3.4527 -0.3025
C 2.1979 -0.2973 2.1988 -0.1687
N 0.8764 0.1490 2.0399 0.8871
N 0.3632 0.6612 3.1338 -0.8725
C -0.8846 1.0253 3.1962 -0.0601
C -1.3552 1.7339 4.3469 -0.3792
C -2.5367 2.3864 4.3846 -0.4680
C -3.3617 2.3950 3.1896 -0.6321
C -3.0240 1.6508 2.1331 -0.5250
N -1.8786 0.8260 2.1451 0.6297
H 4.0410 -2.1969 -4.8602 0.3542
H 3.0317 0.0756 -4.6867 0.3513
H 2.3234 0.9614 -2.5080 0.3403
H 3.5817 -2.6624 -0.6242 0.5111
H 4.2779 -3.5520 -2.7896 0.3047
H 4.9619 -1.0412 0.3671 0.4522
H 5.8743 -1.5032 2.5876 0.3438
H 4.4327 -1.2237 4.6093 0.3310
H 2.1011 -0.4279 4.3149 0.3917
H -0.6630 1.7549 5.1796 0.3912
H -2.8459 2.9332 5.2654 0.3260
H -4.2378 3.0257 3.1182 0.3728
H -3.5842 1.6241 1.2087 0.3964
S -1.0765 -0.2130 -3.2509 -0.3382
C -1.5335 1.2198 -2.5266 -0.0105
N -1.0650 1.7689 -1.4150 0.0118
C -1.6732 2.9606 -1.0978 -0.4661
C -1.3708 3.7381 0.0194 -0.4067
C -2.0630 4.9180 0.2339 -0.5489
C -3.0540 5.3410 -0.6517 -0.4909
C -3.3619 4.5783 -1.7718 -0.3944
C -2.6712 3.3961 -1.9888 0.7826
S -2.8058 2.2338 -3.2726 -0.3207
H -0.6097 3.3915 0.7094 0.2967
H -1.8372 5.5128 1.1107 0.3812
H -3.5892 6.2646 -0.4662 0.3437
H -4.1308 4.9009 -2.4640 0.3562
N -1.5737 -6.3991 -3.7430 -0.6158
C -1.6100 -5.5107 -3.0105 0.0606
C -1.6828 -4.4099 -2.0945 0.6263
C -2.9000 -3.7595 -1.8864 -0.7197
C -2.9842 -2.7209 -0.9851 -0.4943
C -1.8545 -2.3043 -0.2683 0.6548
C -0.6294 -2.9475 -0.5003 -0.1388
C -0.5461 -3.9869 -1.4006 -0.7674
C -1.9310 -1.2386 0.6635 -0.2581
C -1.8929 -0.2460 1.3547 -0.3908
H -3.7735 -4.0711 -2.4443 0.4025
H -3.9221 -2.2039 -0.8336 0.4292
H 0.2553 -2.5887 0.0105 0.4170
H 0.4056 -4.4661 -1.5892 0.4382

***

Record 3
67
Properties=species:S:1:pos:R:3:mulliken_charge:R:1 method="wB97M-V/def2-TZVPD" multiplicity=3 lumo_energy_ev="1.343 / 0.778" total_charge=-1 largest_force_ev_per_a=0.66 homo_lumo_gap_ha="0.182 / 0.163" s2=2.04 e_above_lowest_ev=0.207 total_energy_ev=-75745.99574
Pt 0.2303 -0.8531 0.1498 0.3967
C -3.4889 1.1640 1.0686 -0.8090
C -2.5483 0.3972 0.3815 -0.2292
N -1.5408 -0.2069 0.9918 -0.4437
C -1.4133 -0.0854 2.3520 -0.2007
C -2.3451 0.6459 3.1196 1.1953
C -3.3848 1.2833 2.4416 -0.5856
C -2.1213 0.7077 4.5301 -0.9483
C -1.0639 0.0781 5.0994 -0.9677
C -0.1095 -0.6746 4.3270 1.1718
C 0.9751 -1.3686 4.8598 -0.7679
C 1.7986 -2.1008 3.9745 -0.7223
C 1.5662 -2.0879 2.6282 -0.3800
N 0.5488 -1.3720 2.0700 0.0946
C -0.3043 -0.7069 2.9338 -0.1099
H -4.2682 1.6573 0.5075 0.4409
H -2.6109 0.2634 -0.6901 0.6361
H -4.1016 1.8751 2.9980 0.4135
H -2.8124 1.2795 5.1372 0.3782
H -0.9121 0.1358 6.1706 0.3633
H 1.1505 -1.3780 5.9266 0.4000
H 2.6179 -2.6976 4.3513 0.3828
H 2.1731 -2.6642 1.9434 0.5535
Te 2.7131 -0.7572 -0.4312 0.0741
C 2.8507 -1.9681 -2.1296 0.1547
C 3.5240 -1.7035 -3.2858 -0.3204
C 3.3651 -2.7364 -4.2482 -0.5974
C 2.5899 -3.7567 -3.7934 -0.5009
S 2.0139 -3.4613 -2.2105 -0.0813
H 4.0807 -0.7942 -3.4683 0.4705
H 3.7901 -2.6990 -5.2398 0.3769
H 2.3010 -4.6529 -4.3177 0.3971
C 4.8559 2.0951 -1.7494 -1.7196
C 3.4287 2.2374 -1.1892 2.2971
C 2.7236 3.4104 -1.8875 -1.7156
C 3.4827 2.4854 0.3170 -1.8943
C 2.6605 1.0001 -1.5293 -0.7559
H 5.4067 3.0266 -1.5976 0.4644
H 4.8341 1.8814 -2.8189 0.3602
H 5.3985 1.2927 -1.2439 0.3645
H 3.2735 4.3377 -1.7135 0.4609
H 1.7085 3.5328 -1.5079 0.3024
H 2.6633 3.2421 -2.9640 0.3909
H 4.0536 3.3915 0.5284 0.4414
H 3.9714 1.6631 0.8471 0.4213
H 2.4792 2.6127 0.7272 0.3347
H 2.3723 0.8352 -2.5679 0.1870
F -1.6667 2.3555 -1.5962 -0.3328
C -1.8137 2.8618 -2.8485 0.1244
C -2.7211 3.8835 -3.0117 0.1277
F -3.4117 4.2545 -1.9158 -0.3703
C -2.9453 4.5277 -4.2421 0.4616
C -2.1473 3.9994 -5.2761 0.0605
C -1.2512 2.9652 -5.1047 0.2029
F -0.5691 2.5464 -6.1846 -0.3717
C -1.0352 2.3412 -3.8773 0.6773
C -0.0684 1.2567 -3.6623 0.0774
C -0.1699 0.3936 -2.6198 0.8459
N -0.2455 -0.3701 -1.7401 -0.4014
C 1.0949 1.0779 -4.4492 -0.2735
N 2.0958 0.8990 -5.0015 -0.7121
F -2.2420 4.5120 -6.5145 -0.3482
C -3.8800 5.6020 -4.4183 0.1875
C -4.2007 6.1429 -5.6835 0.1862
N -4.5170 6.6031 -6.6974 -0.7313
C -4.5594 6.2054 -3.3368 0.1579
N -5.1316 6.7421 -2.4852 -0.7431

***

Record 4
82
Properties=species:S:1:pos:R:3:mulliken_charge:R:1 method="wB97M-V/def2-TZVPD" multiplicity=3 lumo_energy_ev="-0.957 / -1.274" largest_force_ev_per_a=1.39 homo_lumo_gap_ha="0.254 / 0.244" s2=2.01 e_above_lowest_ev=1.116 total_energy_ev=-122333.84893
W -0.0457 -0.9770 1.2648 1.5369
O -3.2982 -0.3144 6.4780 -0.5319
C -2.5488 -0.4658 5.3778 1.0303
C -1.2321 -0.0037 5.2910 -0.5884
C -0.5532 -0.2183 4.1182 0.2718
N -1.1225 -0.8329 3.0844 0.3030
C -2.3744 -1.2841 3.1582 0.4920
C -3.1291 -1.1271 4.2920 -0.8264
C -2.7814 -1.9857 1.8862 0.2066
O -3.8704 -2.4711 1.7303 -0.6937
O -1.7936 -1.9887 1.0244 -0.2166
C 0.8811 0.1539 3.8285 0.0580
O 1.5515 0.8008 4.5845 -0.6597
O 1.2601 -0.3476 2.6691 -0.4203
H -2.8084 0.1507 7.1665 0.3193
H -0.7321 0.5016 6.1076 0.4824
H -4.1396 -1.5072 4.3369 0.6067
F 3.3946 -4.4400 3.8414 -0.2058
C 2.5725 -3.4513 3.5281 0.5739
F 1.5889 -3.3939 4.4265 -0.2378
F 3.2353 -2.3077 3.5370 -0.1726
S 1.8266 -3.7835 1.8615 1.0273
O 0.6281 -2.9291 1.8296 -0.9387
O 1.5690 -5.1771 1.8403 -0.5458
N 2.9227 -3.3328 0.8536 -0.6110
S 2.8940 -2.1236 -0.1381 1.1373
O 1.7608 -1.2095 0.0676 -0.0285
O 3.1702 -2.4923 -1.4790 -0.6314
C 4.3392 -1.1102 0.4078 0.4447
F 4.0889 -0.5330 1.5728 -0.1542
F 4.5591 -0.1704 -0.5051 -0.1807
F 5.4092 -1.8853 0.5117 -0.2141
I 1.2391 -7.8693 -1.1232 0.0825
C 0.1246 -6.1146 -1.2293 -0.3738
C -1.2595 -6.1466 -1.2445 -0.1456
C -1.9381 -4.9407 -1.3119 -0.9354
C -1.2071 -3.7641 -1.3477 -0.1663
N 0.1239 -3.7297 -1.3161 -0.0839
C 0.7749 -4.8901 -1.2697 -0.3133
H -1.7933 -7.0864 -1.2036 0.4142
H -3.0190 -4.9107 -1.3216 0.4385
H -1.7079 -2.8055 -1.3832 0.3955
H 1.8580 -4.8435 -1.2633 0.5643
Te 1.9317 2.2065 0.0894 0.5640
C 2.5986 1.7576 -1.8550 -0.0449
C 3.4925 2.6102 -2.4968 -0.8112
C 3.9432 2.3071 -3.7739 -0.5711
C 3.5178 1.1458 -4.4045 -0.5660
C 2.6400 0.2870 -3.7599 -0.9377
C 2.1763 0.5916 -2.4866 0.3995
C 0.4818 3.6278 -0.4921 0.2478
C -0.3461 4.1495 0.4993 -0.6715
C -1.3324 5.0693 0.1741 -0.7171
C -1.4990 5.4788 -1.1425 -0.4839
C -0.6802 4.9523 -2.1308 -0.8376
C 0.3053 4.0252 -1.8121 -0.0974
H 3.8325 3.5092 -1.9986 0.4789
H 4.6350 2.9741 -4.2720 0.4082
H 3.8812 0.9046 -5.3952 0.3815
H 2.3245 -0.6314 -4.2387 0.4931
H 1.5077 -0.0912 -1.9786 0.5953
H -0.2284 3.8362 1.5312 0.4162
H -1.9761 5.4649 0.9493 0.3813
H -2.2680 6.1976 -1.3957 0.5828
H -0.8090 5.2597 -3.1615 0.4328
H 0.9302 3.6165 -2.5966 0.5992
O -0.6568 -0.5479 -0.7562 -0.4688
C -1.2461 0.5118 -0.3847 -0.2851
O -1.1809 0.7712 0.8626 -0.5633
C -1.9128 1.4140 -1.3308 0.7392
C -1.8202 1.1679 -2.6973 -0.5056
C -2.3925 2.0535 -3.5965 -1.1025
C -3.0498 3.1831 -3.1335 -0.6397
C -3.1289 3.3963 -1.7683 -0.5477
C -2.5739 2.5350 -0.8477 0.1943
N -3.8062 4.6100 -1.2765 1.0450
O -4.0451 5.4804 -2.0885 -0.6115
O -3.9326 4.7295 -0.0764 -0.6223
H -1.2908 0.2890 -3.0403 0.6197
H -2.3198 1.8713 -4.6596 0.4290
H -3.4928 3.8999 -3.8089 0.5405
H -2.6278 2.7434 0.2103 1.0275